1.
12
Properties=species:S:1:pos:R:3:nbo_charge:R:1 method="wB97M-V/def2-TZVPD" homo_ha=-0.3596 homo_lumo_gap_ev=10.4 de_lowest_kj_mol=516.9 energy_ev=-7220.2337
C 1.090 -0.860 0.150 -0.4160
C 1.159 0.586 -0.033 -0.4147
C -0.078 0.022 0.527 -0.3007
C -1.337 0.077 -0.378 0.0401
N -2.570 -0.616 -0.259 -0.0945
N -2.655 0.539 0.157 -0.0621
H 1.139 -1.614 -0.687 0.2349
H 1.652 -1.275 1.021 0.2192
H 1.769 1.082 0.779 0.2155
H 1.335 1.139 -1.006 0.2363
H -0.442 0.287 1.511 0.2353
H -1.061 0.633 -1.782 0.1066

=====

2.
12
Properties=species:S:1:pos:R:3:nbo_charge:R:1 method="wB97M-V/def2-TZVPD" homo_ha=-0.2853 homo_lumo_gap_ev=8.7 de_lowest_kj_mol=540.0 energy_ev=-7219.9938
C 0.317 0.546 1.101 -0.4492
C -0.873 0.326 0.255 -0.0907
C 0.739 -0.803 -0.868 -0.0049
C -0.046 -0.704 0.435 -0.2974
H 0.342 0.236 2.229 0.2269
H 1.188 1.034 0.720 0.2271
H -1.838 0.237 0.538 0.2218
H -1.061 1.606 -1.843 0.3740
H 1.580 -1.632 -0.881 0.1955
H -0.239 -1.587 1.091 0.2265
N -0.584 0.619 -1.141 -0.4044
N 0.474 0.122 -1.635 -0.2252

=====

Please write out number 1 again, unchanged.
12
Properties=species:S:1:pos:R:3:nbo_charge:R:1 method="wB97M-V/def2-TZVPD" homo_ha=-0.3596 homo_lumo_gap_ev=10.4 de_lowest_kj_mol=516.9 energy_ev=-7220.2337
C 1.090 -0.860 0.150 -0.4160
C 1.159 0.586 -0.033 -0.4147
C -0.078 0.022 0.527 -0.3007
C -1.337 0.077 -0.378 0.0401
N -2.570 -0.616 -0.259 -0.0945
N -2.655 0.539 0.157 -0.0621
H 1.139 -1.614 -0.687 0.2349
H 1.652 -1.275 1.021 0.2192
H 1.769 1.082 0.779 0.2155
H 1.335 1.139 -1.006 0.2363
H -0.442 0.287 1.511 0.2353
H -1.061 0.633 -1.782 0.1066